Here is a 7-piece molecular cluster, C28H38F7O27P overall in a non-equilibrium geometry from OMol25. Energies are from ωB97M-V/def2-TZVPD.

```
101
Properties=species:S:1:pos:R:3:mulliken_charge:R:1
C 0.62 -1.49 -4.66 -0.186
O 1.79 -2.06 -5.24 -0.511
C 2.94 -1.24 -5.21 0.037
C 2.86 -0.20 -6.36 -0.617
O 3.38 1.08 -6.03 -0.485
C 2.42 2.01 -5.61 1.345
C 1.58 2.59 -6.75 -1.015
O 0.39 3.14 -6.21 -0.204
C -0.70 2.29 -6.35 0.169
O -1.77 2.90 -5.69 -0.286
C -2.95 2.14 -5.81 -0.452
C -3.85 2.43 -4.63 -0.502
O -4.01 3.83 -4.51 -0.509
P 3.38 3.31 -4.73 0.623
O 4.53 2.74 -4.02 -0.723
O 2.37 4.06 -3.74 -0.422
O 3.80 4.37 -5.83 -0.561
C 3.29 -0.61 -3.86 -0.122
C 3.64 -1.64 -2.85 0.010
O 4.74 -1.89 -2.46 -0.607
F 2.60 -2.34 -2.39 -0.177
H -0.23 -1.83 -5.25 0.389
H 0.46 -1.83 -3.64 0.137
H 0.62 -0.39 -4.71 -0.092
H 3.77 -1.91 -5.45 0.581
H 1.83 -0.15 -6.72 0.264
H 3.46 -0.57 -7.19 0.317
H 1.73 1.61 -4.86 -0.282
H 1.35 1.83 -7.51 0.406
H 2.09 3.41 -7.25 0.400
H -0.49 1.31 -5.88 -0.065
H -0.96 2.14 -7.41 0.208
H -3.46 2.38 -6.75 0.304
H -2.73 1.07 -5.81 0.376
H -4.82 1.93 -4.77 0.333
H -3.40 2.01 -3.73 0.286
H -4.37 4.03 -3.64 0.296
H 2.51 3.65 -2.88 0.296
H 4.71 4.63 -5.68 0.346
H 4.20 -0.03 -4.00 0.561
H 2.53 0.08 -3.49 0.211
O 6.94 -6.62 1.25 -0.503
C 6.60 -5.51 1.01 0.662
O 5.80 -5.14 -0.02 -0.327
C 5.51 -3.75 0.11 -0.065
C 6.67 -3.27 0.96 0.332
F 6.32 -2.25 1.78 -0.276
O 6.98 -4.41 1.73 -0.323
H 4.56 -3.62 0.64 0.197
H 5.45 -3.26 -0.86 0.058
H 7.55 -2.97 0.39 0.290
O -0.31 -1.69 -1.73 -0.609
C -0.58 -2.21 -0.70 0.553
O -1.02 -3.48 -0.57 -0.314
C -1.08 -3.78 0.83 -0.475
C -1.20 -2.40 1.44 0.495
F -0.59 -2.32 2.65 -0.325
O -0.49 -1.60 0.51 -0.291
H -0.16 -4.27 1.14 0.284
H -1.93 -4.43 1.05 0.267
H -2.22 -2.04 1.53 0.275
O -1.07 6.76 -1.30 -0.503
C -0.34 7.17 -2.13 0.656
O -0.72 7.78 -3.28 -0.320
C 0.45 8.26 -3.95 -0.431
C 1.52 7.36 -3.38 0.693
F 2.72 7.99 -3.28 -0.316
O 1.03 7.08 -2.08 -0.328
H 0.63 9.30 -3.69 0.266
H 0.34 8.17 -5.03 0.291
H 1.66 6.42 -3.91 -0.013
O -3.29 -3.15 3.82 -0.536
C -2.86 -2.58 4.77 0.616
O -2.41 -1.32 4.78 -0.372
C -2.13 -0.95 6.14 -0.250
C -1.92 -2.29 6.79 0.246
F -2.34 -2.31 8.08 -0.281
O -2.78 -3.13 6.02 -0.165
H -2.98 -0.42 6.56 0.203
H -1.25 -0.31 6.19 0.296
H -0.91 -2.68 6.74 0.254
O -7.00 -7.32 6.60 -0.493
C -6.03 -6.77 6.99 0.604
O -6.03 -5.76 7.90 -0.336
C -4.67 -5.46 8.23 -0.341
C -3.93 -5.97 7.02 0.590
F -2.70 -6.45 7.33 -0.302
O -4.76 -7.05 6.60 -0.357
H -4.38 -6.01 9.13 0.293
H -4.54 -4.39 8.40 0.198
H -3.84 -5.25 6.21 0.165
O -4.26 0.59 8.00 -0.519
C -3.62 1.35 8.64 0.682
O -3.96 1.81 9.87 -0.336
C -2.87 2.58 10.38 -0.431
C -2.15 2.98 9.11 0.295
F -0.81 3.07 9.28 -0.277
O -2.43 1.88 8.25 -0.256
H -2.24 1.95 11.01 0.284
H -3.23 3.42 10.95 0.266
H -2.51 3.90 8.64 0.280
```

Properties
energy = -4161.76232 Ha
relative energy (zero: lowest compared OMol25 entry of this formula, charge and spin) = 9.3 kcal/mol
2S+1 = 1
HOMO-LUMO gap = 0.36914 hartree
maximum force = 0.0352 Eh/bohr